Record 1
Molecular formula: C5H7N
Method: DFT, wB97M-V/def2-TZVPD

Computed properties:
2S+1 ... 1
LUMO ... 0.84 eV
Energy ... -249.399254 hartree
SMILES ... C=C[C@H](C)C#N
Largest force on an atom ... 0.0648 Eh/bohr
HOMO level ... -10.18 eV

Atoms and positions in Å:
1 C 0.535 1.827 -0.718
2 C -0.458 0.942 -0.506
3 C -0.271 -0.574 -0.405
4 C -0.609 -0.961 1.132
5 C 1.050 -1.036 -0.574
6 N 2.130 -1.297 -0.770
7 H 1.661 1.580 -0.698
8 H 0.586 2.873 -0.795
9 H -1.542 1.197 -0.214
10 H -0.931 -1.271 -1.050
11 H -1.641 -0.727 1.405
12 H 0.110 -0.434 1.891
13 H -0.621 -2.118 1.304

Electronic structure analysis, natural (NBO) charges in units of e: number 1, C, carries -0.39; number 2, C, carries -0.18; number 3, C, carries -0.38; number 4, C, carries -0.59; number 5, C, carries 0.29; number 6, N, carries -0.32; number 7, H, carries 0.21; number 8, H, carries 0.21; number 9, H, carries 0.22; number 10, H, carries 0.26; number 11, H, carries 0.21; number 12, H, carries 0.23; number 13, H, carries 0.22



Record 2
Molecular formula: C5H7N
Method: DFT, wB97M-V/def2-TZVPD

Computed properties:
2S+1 ... 1
LUMO ... 0.42 eV
Energy ... -249.398725 hartree
SMILES ... C=CC#N.C=C
Largest force on an atom ... 0.0221 Eh/bohr
HOMO level ... -10.07 eV

Atoms and positions in Å:
1 C 0.230 -1.711 0.018
2 C 1.449 -1.208 -0.170
3 C 1.982 -0.178 0.679
4 N 2.416 0.662 1.349
5 H -0.169 -2.469 -0.649
6 H -0.408 -1.367 0.826
7 H 2.085 -1.533 -0.987
8 C -1.759 1.014 0.158
9 C -0.772 1.594 -0.515
10 H -2.630 0.596 -0.343
11 H -1.734 0.928 1.243
12 H 0.103 1.997 -0.010
13 H -0.793 1.676 -1.599

Electronic structure analysis, natural (NBO) charges in units of e: number 1, C, carries -0.27; number 2, C, carries -0.33; number 3, C, carries 0.26; number 4, N, carries -0.31; number 5, H, carries 0.21; number 6, H, carries 0.21; number 7, H, carries 0.24; number 8, C, carries -0.40; number 9, C, carries -0.38; number 10, H, carries 0.19; number 11, H, carries 0.19; number 12, H, carries 0.21; number 13, H, carries 0.19



Record 3
Molecular formula: C5H7N
Method: DFT, wB97M-V/def2-TZVPD

Computed properties:
2S+1 ... 1
LUMO ... 1.06 eV
Energy ... -249.309444 hartree
Largest force on an atom ... 0.0879 Eh/bohr
HOMO level ... -9.64 eV

Atoms and positions in Å:
1 C -1.557 -1.961 0.374
2 C -0.662 -1.165 0.443
3 C 0.419 -0.197 0.639
4 C 1.218 0.157 -0.609
5 C -0.005 1.226 0.399
6 H -2.424 -2.573 0.284
7 H 0.828 -0.232 1.600
8 H 2.009 0.953 -0.346
9 H 1.687 -0.433 -1.369
10 H -0.619 1.044 -1.454
11 H -1.054 1.522 0.545
12 H 0.744 1.997 0.808
13 N 0.336 1.338 -1.078

Electronic structure analysis, natural (NBO) charges in units of e: number 1, C, carries -0.23; number 2, C, carries -0.02; number 3, C, carries -0.36; number 4, C, carries -0.22; number 5, C, carries -0.20; number 6, H, carries 0.24; number 7, H, carries 0.24; number 8, H, carries 0.21; number 9, H, carries 0.21; number 10, H, carries 0.33; number 11, H, carries 0.20; number 12, H, carries 0.20; number 13, N, carries -0.60